A cluster of 13 separate species, C6H37NO12 in total in a non-equilibrium geometry, computed with ωB97M-V/def2-TZVPD.

Properties
strongest force on any atom = 5.87 eV/A
highest occupied orbital energy = -8.07 eV
relative energy (zero: lowest compared OMol25 entry of this formula, charge and spin) = 5.613 eV
HOMO-LUMO gap = 7.99 eV

ORCA input file:
```
! wB97M-V def2-TZVPD RIJCOSX def2/J DEFGRID3
* xyz 0 1
C 0.46561 -2.65637 -2.35522
C 0.92886 -1.35731 -1.68873
C -0.19564 -0.47844 -1.16453
C 0.40543 0.71747 -0.40278
C 0.93332 1.73258 -1.08505
N 1.60392 2.77949 -0.36554
C 0.30211 0.74514 1.07794
H -0.54903 -2.52164 -2.74675
H 1.05656 -2.93302 -3.22201
H 0.40772 -3.52212 -1.69914
H 1.44038 -0.64329 -2.33558
H 1.59614 -1.67378 -0.89563
H -0.87131 0.00695 -1.87216
H -0.80775 -0.99552 -0.42501
H 0.92048 1.83285 -2.15108
H 2.41125 2.42140 0.13366
H 1.93784 3.49520 -0.99186
H -0.35467 0.01706 1.54953
H 0.06801 1.73117 1.49542
H 1.30490 0.64536 1.52982
H -2.23596 2.75796 0.63914
H -2.68239 1.61287 1.42366
O -2.64075 1.90334 0.49699
H -1.79940 -3.21255 1.57496
H -2.67369 -2.04761 1.18792
O -2.00622 -2.33915 1.83727
H -1.06641 1.67825 1.99220
H -1.51478 2.35682 3.23687
O -1.77191 2.26015 2.30769
H 4.33037 0.31617 0.58993
H 4.07700 0.93783 -0.82215
O 4.11570 1.12824 0.12032
H -3.33357 -1.63056 -0.99064
H -3.76020 -0.46221 -0.23694
O -3.77544 -1.41080 -0.15526
H -2.62827 1.30328 -1.30217
H -3.02448 1.12374 -2.68597
O -2.70559 0.56945 -1.95203
H -0.33072 3.68108 -0.10395
H -0.98635 4.78152 0.81181
O -1.15223 4.14876 0.10783
H -0.18668 0.18297 3.39184
H 0.92612 0.46170 4.51279
O 0.27221 0.84327 3.92035
H -1.93799 -2.75962 -1.31432
H -2.76121 -3.86647 -1.87758
O -2.54029 -3.43523 -1.04412
H -0.34574 -1.67891 1.57290
H 0.98856 -1.13392 1.05203
O 0.52210 -1.33952 1.87970
H 3.80617 -3.29820 -1.01869
H 3.97858 -2.54549 0.37590
O 3.72941 -2.48564 -0.52170
H 4.38787 -1.01772 -1.74600
H 3.40131 -0.60481 -2.90535
O 4.17853 -0.33642 -2.41623
*
```



A cluster of 14 separate species, C6H37NO13 in total in a non-equilibrium geometry, computed with ωB97M-V/def2-TZVPD.

Properties
strongest force on any atom = 1.58 eV/A
highest occupied orbital energy = -8.24 eV
relative energy (zero: lowest compared OMol25 entry of this formula, charge and spin) = 3.332 eV
HOMO-LUMO gap = 8.34 eV

ORCA input file:
```
! wB97M-V def2-TZVPD RIJCOSX def2/J DEFGRID3
* xyz 0 1
C 0.86438 -0.09957 -3.61661
C 0.06834 -1.03308 -3.10006
N -0.25455 -1.20454 -1.76872
C -1.43969 -1.98392 -1.41295
C -0.94764 -3.17175 2.23564
C -0.87372 -3.21346 0.71603
C -1.48399 -2.21702 0.07142
H 1.20128 0.81694 -3.15040
H 1.05430 -0.11038 -4.68243
H -0.25133 -1.82025 -3.77300
H -0.37471 -0.36101 -1.21339
H -2.43192 -1.57009 -1.64274
H -1.40121 -2.98447 -1.85090
H -0.31045 -2.41027 2.67809
H -1.96468 -2.87245 2.49260
H -0.75396 -4.12493 2.72369
H -0.28009 -3.97092 0.22778
H -2.04171 -1.51094 0.68178
H 0.54410 3.92702 -2.90715
H -0.50184 4.35761 -1.89321
O 0.41998 4.06301 -1.96186
H 2.29070 -3.18886 -0.77818
H 2.07754 -3.45149 0.69401
O 1.98032 -3.87110 -0.16686
H -2.27846 3.52874 -0.21146
H -3.26276 3.06837 -1.20812
O -2.35228 3.39008 -1.17276
H 2.58505 0.79985 2.52299
H 3.30002 0.07414 3.66913
O 2.46356 0.09462 3.19094
H 2.57442 -1.22214 -0.13380
H 2.15654 -0.68340 -1.57363
O 2.89599 -1.00714 -1.04377
H -0.89973 2.46272 1.49621
H -1.97939 1.63154 2.22104
O -1.78566 2.50505 1.86543
H -2.61466 0.40844 -1.93477
H -1.73756 1.80968 -1.85771
O -2.07781 1.06121 -2.37616
H 2.36397 2.57880 1.65026
H 0.95532 2.23228 1.48451
O 1.58326 2.44045 2.20971
H -0.21272 1.01638 3.67435
H 0.50587 -0.29292 3.59545
O -0.39094 0.07195 3.58645
H 1.67059 -1.32646 2.20099
H 0.79332 -1.52385 0.85262
O 1.65597 -1.31919 1.24328
H -4.54142 0.17308 -0.76781
H -4.66948 -0.00531 0.79887
O -4.07269 0.17092 0.06909
H 0.08131 2.57004 -0.60457
H 1.27003 1.52284 -0.58080
O 0.42250 1.76310 -0.19708
H 4.07545 1.84434 -0.51149
H 3.15910 0.59166 -0.44115
O 3.17384 1.57603 -0.31882
*
```



A cluster of 13 separate species, C6H38N12O13 in total in a non-equilibrium geometry, computed with ωB97M-V/def2-TZVPD.

Properties
strongest force on any atom = 2.69 eV/A
highest occupied orbital energy = -9.45 eV
relative energy (zero: lowest compared OMol25 entry of this formula, charge and spin) = 0.696 eV
HOMO-LUMO gap = 8.60 eV

ORCA input file:
```
! wB97M-V def2-TZVPD RIJCOSX def2/J DEFGRID3
* xyz 0 1
C 0.88903 -0.02763 -0.04220
O 1.92299 -0.42304 0.48723
N 0.60407 1.30490 -0.17988
N -0.08688 -0.80219 -0.57759
H 1.37710 1.81835 0.22426
H -0.29119 1.77426 -0.20325
H -0.06547 -1.79996 -0.44627
H -0.86686 -0.27479 -0.92482
C -2.24872 3.97149 0.38053
O -1.76042 2.83742 0.44846
N -1.58459 5.12000 0.69379
N -3.36557 4.23715 -0.35924
H -0.63088 5.00015 0.99488
H -2.04681 6.00367 0.63581
H -3.67113 5.18807 -0.27617
H -4.00092 3.45037 -0.44287
C 2.73800 -2.44546 -3.45070
O 3.57065 -1.59631 -3.14678
N 1.41306 -2.32028 -3.32590
N 3.09199 -3.75363 -3.73153
H 1.01886 -1.42961 -3.07307
H 0.89496 -3.06098 -3.76033
H 4.01479 -3.80018 -4.13562
H 2.90540 -4.43586 -3.01276
C -4.44898 0.73686 -0.23622
O -4.97923 1.74339 -0.69014
N -4.73922 0.25875 1.02476
N -3.52912 -0.02997 -0.83978
H -5.42440 0.83278 1.48943
H -3.97932 -0.14429 1.54210
H -3.15996 0.19633 -1.74771
H -3.53052 -0.98960 -0.54489
C -1.71758 1.41918 3.84058
O -1.83342 1.39658 5.05959
N -2.73659 1.10285 2.99640
N -0.58265 1.78600 3.20332
H -3.55690 0.87523 3.53504
H -2.72278 1.29476 2.01033
H -0.55143 1.68576 2.20307
H 0.12244 2.26418 3.73158
C 2.82627 -4.20649 -0.06592
O 4.02312 -4.26220 -0.25315
N 2.18704 -3.31422 0.73979
N 1.91899 -5.12030 -0.55519
H 1.22707 -3.49941 0.94151
H 2.64435 -2.54639 1.19326
H 2.22070 -5.97948 -0.97873
H 0.96768 -5.08528 -0.23581
O 1.87541 4.30159 1.07023
H 1.81137 4.18000 2.02126
H 2.61233 3.73248 0.79236
O 0.45054 4.15901 -1.69783
H 0.71085 3.23213 -1.71189
H 0.88968 4.50941 -0.91753
O -0.86239 -3.87700 -0.21949
H -0.84244 -4.38381 0.60187
H -1.38822 -4.41520 -0.81989
O 4.42049 -0.27570 -0.94443
H 3.71209 -0.02186 -0.34183
H 3.98302 -0.61284 -1.74430
O -2.17673 -2.31634 -2.45313
H -2.64762 -2.80058 -1.76869
H -1.57333 -2.96068 -2.83404
O 0.79018 -1.54190 2.74447
H 1.28175 -0.80310 2.35554
H -0.13394 -1.28873 2.66226
O 3.82641 2.16612 0.98034
H 4.44342 1.86663 0.29860
H 4.35012 2.19945 1.78693
*
```



A cluster of 13 separate species, C6H39NO12 in total in a non-equilibrium geometry, computed with ωB97M-V/def2-TZVPD.

Properties
strongest force on any atom = 1.89 eV/A
highest occupied orbital energy = -9.26 eV
relative energy (zero: lowest compared OMol25 entry of this formula, charge and spin) = 3.652 eV
HOMO-LUMO gap = 9.30 eV

ORCA input file:
```
! wB97M-V def2-TZVPD RIJCOSX def2/J DEFGRID3
* xyz 0 1
C -0.48041 3.35803 1.72844
C -0.60856 2.02955 0.98306
C -1.31304 0.79675 1.55361
C -0.78144 0.28244 2.87068
C -1.77735 -0.75672 3.45369
C -1.46969 -2.20145 3.06544
N -1.20455 2.30081 -0.34149
H -0.29421 3.44063 2.80179
H -1.30315 4.02068 1.47736
H 0.43982 3.84102 1.36723
H 0.37750 1.60953 0.75353
H -1.15977 0.07280 0.74126
H -2.40627 0.86710 1.48146
H -0.70087 1.04603 3.64865
H 0.17847 -0.22847 2.81986
H -2.81618 -0.45049 3.32611
H -1.66702 -0.77247 4.54752
H -1.34926 -2.31515 1.99942
H -0.68382 -2.72939 3.61123
H -2.32113 -2.77401 3.45604
H -2.09878 1.99727 -0.69528
H -0.87779 3.19759 -0.64673
H 2.09661 2.35851 -2.41403
H 3.30477 1.28871 -2.70589
O 2.90256 2.14192 -2.87849
H 1.87384 0.16513 -4.41984
H 0.74765 0.19528 -3.44333
O 1.35217 -0.44913 -3.89177
H 3.42267 2.29690 2.30315
H 2.50614 3.24389 2.23878
O 2.69490 2.55963 2.90004
H 2.26594 -4.04807 -0.50388
H 1.64342 -3.19569 -1.70904
O 2.23710 -3.20220 -0.95196
H -1.02008 -3.65582 -1.77907
H 0.23775 -4.70669 -1.85349
O -0.51854 -4.31474 -2.28310
H -0.14040 -1.72937 -2.68769
H -1.15187 -0.89586 -1.95228
O -0.82295 -1.79529 -2.01119
H -3.38441 -2.29011 -0.37707
H -2.18742 -1.99783 0.59277
O -2.71109 -1.65613 -0.13053
H -0.46084 1.51621 -2.20529
H -1.46149 1.21423 -3.43227
O -0.55787 1.19727 -3.11421
H 3.40913 -1.74695 -1.38873
H 2.56035 -0.68923 -1.82404
O 3.48669 -0.78151 -1.56736
H 1.34633 -0.36145 0.17066
H 1.76542 -1.46981 1.09509
O 1.15096 -1.27002 0.39491
H -4.55918 0.58980 -1.58625
H -3.21465 0.03743 -1.19958
O -3.81776 0.77115 -1.01503
H 2.56543 0.79490 -0.11320
H 3.67618 1.73328 -0.49184
O 3.08003 1.51959 0.23212
*
```



strongest force on any atom of number 4 (C6H39NO12)? 1.89 eV/A



The highest HOMO-LUMO gap belongs to which entry? C6H39NO12